C29H28BCl2MnO2P | ωB97M-V/def2-TZVPD

```
64
Properties=species:S:1:pos:R:3:lowdin_charge:R:1
Mn 0.403 -0.618 1.098 0.684
C -5.470 -2.982 -3.330 -0.072
C -5.545 -1.600 -3.397 -0.073
C -4.558 -0.823 -2.801 -0.109
C -3.498 -1.424 -2.128 -0.404
C -3.433 -2.817 -2.064 -0.084
C -4.412 -3.593 -2.663 -0.071
P -2.265 -0.324 -1.348 1.116
C -0.719 -1.262 -1.679 -0.384
C -0.108 -1.028 -2.907 -0.078
C 1.104 -1.623 -3.230 -0.045
C 1.761 -2.434 -2.314 -0.060
C 1.163 -2.688 -1.090 -0.082
C -0.076 -2.118 -0.783 -0.209
C -2.563 -0.605 0.443 -0.387
C -3.869 -0.782 0.899 -0.072
C -4.158 -0.803 2.259 -0.059
C -3.144 -0.637 3.192 -0.075
C -1.841 -0.460 2.747 -0.135
C -1.550 -0.464 1.383 -0.257
H -6.234 -3.589 -3.800 0.109
H -6.367 -1.124 -3.918 0.109
H -4.609 0.259 -2.861 0.100
H -2.611 -3.301 -1.546 0.103
H -4.353 -4.673 -2.614 0.107
H -0.587 -0.362 -3.618 0.112
H 1.549 -1.439 -4.200 0.116
H 2.719 -2.872 -2.556 0.114
H 1.648 -3.347 -0.379 0.103
H -0.609 -2.471 0.097 0.059
H -4.673 -0.897 0.181 0.107
H -5.180 -0.940 2.589 0.112
H -3.365 -0.635 4.252 0.111
H -1.057 -0.320 3.485 0.097
Cl 1.420 -2.184 2.610 0.669
C 0.666 -3.744 3.149 -0.872
Cl -0.918 -4.001 2.475 0.631
H 0.601 -3.682 4.227 0.043
H 1.336 -4.525 2.818 0.041
C 5.391 5.372 4.412 -0.067
C 3.994 5.485 3.802 -0.560
C 3.004 5.857 4.915 -0.040
C 4.012 6.598 2.746 -0.043
C 3.543 4.173 3.151 -0.145
C 4.307 3.005 3.215 -0.002
C 3.896 1.799 2.642 0.031
C 2.687 1.819 2.010 -0.183
O 1.996 0.784 1.350 0.020
B 0.748 1.367 0.952 -0.406
O 0.710 2.679 1.277 0.205
C 1.914 2.952 1.937 -0.161
C 2.307 4.141 2.489 0.077
H 5.670 6.334 4.844 0.090
H 6.144 5.116 3.661 0.092
H 5.430 4.630 5.213 0.087
H 3.294 6.806 5.371 0.091
H 2.992 5.093 5.696 0.092
H 1.987 5.967 4.532 0.081
H 4.370 7.528 3.194 0.090
H 3.019 6.792 2.336 0.079
H 4.677 6.341 1.918 0.094
H 5.261 3.021 3.722 0.106
H 4.507 0.909 2.694 0.127
H 1.670 5.013 2.413 0.136
```

Summary:
total energy	-100946.9101	eV
charge	+1
highest occupied orbital energy (spin up / spin down)	-10.8 / -10.9	eV
Kohn-Sham gap (spin up / spin down)	7.13 / 7.66	eV
multiplicity	5
<S²>	6.220


C5H9NO2 | ωB97M-V/def2-TZVPD

```
17
Properties=species:S:1:pos:R:3:lowdin_charge:R:1
C -0.335 0.333 -0.438 -0.260
C 0.105 -0.798 0.516 -0.260
C -0.273 -0.879 -0.962 0.012
C -0.771 1.713 -0.507 -0.046
C 1.597 -0.703 0.778 -0.086
N -4.161 -0.062 -0.098 -0.080
O -5.188 -0.106 0.499 0.032
O -3.088 -0.889 0.446 -0.091
H -2.334 -0.877 -0.298 0.099
H -0.564 -1.188 1.231 0.092
H -0.356 -1.399 -1.869 0.086
H -1.647 1.742 0.172 0.094
H -0.991 1.942 -1.498 0.050
H -0.063 2.616 -0.289 0.123
H 1.783 -0.411 1.841 0.077
H 1.930 0.042 0.026 0.090
H 2.073 -1.690 0.892 0.071
```

Summary:
total energy	-10909.8830	eV
charge	0
highest occupied orbital energy	-9.6	eV
Kohn-Sham gap	9.77	eV
multiplicity	1
energy above the lowest of the compared OMol25 structures with the same formula, charge and spin	645.7	kJ/mol
SMILES	CC1=C[C@H]1C.O=NO


> Which value of charge does entry 2 give?

0


> What is the total energy in the first record?

-100946.9101 eV


> Which value of total energy does entry 2 give?

-10909.8830 eV